ORCA calculation (the ωB97M-V functional and the def2-TZVPD basis) on the ion C3H10NO with charge +1.

Calculated values
Kohn-Sham gap (eV): 11.32
Molecular weight (g/mol): 76.1
Energy (eV): -6803.6720
Charge: +1
Relative energy (zero: lowest compared OMol25 entry of this formula, charge and spin) (kcal per mole): 14.7
SMILES: C[NH2+]CCO

Last column: Löwdin charge in e.
Atoms and positions in Å:
C 1.0803 1.2033 -1.4110  0.012
N 0.8405 0.3858 -0.1901  0.004
C -0.5764 -0.0993 -0.0371  -0.101
C -0.7239 -0.8246 1.3022  -0.254
O -2.0085 -1.3666 1.4412  -0.022
H 2.1372 1.2117 -1.6495  0.107
H 0.7695 2.2327 -1.2792  0.112
H 0.5580 0.7478 -2.2452  0.109
H 1.4558 -0.4261 -0.1970  0.182
H 1.0756 0.9346 0.6391  0.185
H -1.2333 0.7569 -0.0957  0.144
H -0.7819 -0.7697 -0.8692  0.143
H -0.5886 -0.1168 2.1142  0.132
H 0.0380 -1.5992 1.3956  0.130
H -2.0423 -2.2706 1.0817  0.118

=====

ORCA calculation (the ωB97M-V functional and the def2-TZVPD basis) on a cluster of 2 separate species, C3H10NO in total at a distorted geometry.

Calculated values
Kohn-Sham gap (eV): 11.69
Molecular weight (g/mol): 76.1
Energy (eV): -6802.4479
Charge: +1
Relative energy (zero: lowest compared OMol25 entry of this formula, charge and spin) (kcal per mole): 43.0

Last column: Löwdin charge in e.
Atoms and positions in Å:
C -2.1165 -1.1514 0.0724  -0.053
O -0.7946 -1.0274 0.6946  -0.176
H -2.0893 -0.9041 -0.9900  0.091
H -2.7350 -0.4144 0.5856  0.088
H -2.5113 -2.1375 0.2692  0.088
H -0.7576 -1.6837 1.4057  0.101
C 1.3513 0.7855 -0.8699  -0.119
C 0.8162 1.9921 -0.6850  0.092
N 1.5164 -0.0680 0.3341  0.138
H 1.4005 0.2491 -1.8137  0.126
H 0.6117 2.3723 0.3019  0.083
H 0.4541 2.5643 -1.5100  0.080
H 1.5769 0.6610 1.0491  0.148
H 2.4595 -0.4722 0.3749  0.169
H 0.8176 -0.7656 0.7810  0.144